This record from OMol25 describes one molecule with the formula C11H14BrO3P. The level of theory is ωB97M-V with the def2-TZVPD basis set.

```
! RIJCOSX wB97M-V def2-TZVPD def2/J DEFGRID3
* xyz 0 1
C 4.171 0.576 0.174
C 3.021 -0.347 -0.254
C 3.100 -1.678 0.487
C 1.685 0.365 -0.038
C 0.482 -0.381 -0.600
C -0.826 0.332 -0.421
C -1.005 1.650 -0.342
C -2.373 2.219 -0.219
O -2.646 3.336 -0.598
C -3.413 1.333 0.388
C -3.262 0.014 0.323
P -4.380 -1.346 0.887
O -5.331 -1.502 -0.443
Br -5.787 -0.163 2.131
C -2.057 -0.519 -0.376
O -2.099 -1.614 -0.904
H 5.016 0.007 0.560
H 4.533 1.179 -0.659
H 3.847 1.260 0.960
H 3.114 -0.530 -1.330
H 4.009 -2.215 0.218
H 2.256 -2.334 0.274
H 3.130 -1.500 1.565
H 1.536 0.530 1.034
H 1.753 1.353 -0.503
H 0.631 -0.591 -1.664
H 0.383 -1.355 -0.118
H -0.190 2.359 -0.407
H -4.273 1.811 0.841
H -5.023 -2.251 -0.968
*
```

Calculated values
SMILES   CC(C)CCC1=CC(=O)C=C(P(O)Br)C1=O
HOMO   -9.38 eV
Max |F|   0.0044 hartree/bohr
ΔE to the lowest compared entry with this formula, charge and spin   0.0 kcal per mole
Frontier orbital gap   7.98 eV

This record from OMol25 describes a 10-piece molecular cluster, C42H96N4O6 overall in a non-equilibrium geometry. The level of theory is ωB97M-V with the def2-TZVPD basis set.

```
! RIJCOSX wB97M-V def2-TZVPD def2/J DEFGRID3
* xyz 0 1
C 1.798 -0.316 -2.381
C 1.804 -0.279 -3.936
N 2.437 -1.490 -4.405
C 3.890 -1.312 -4.486
C 4.677 -2.624 -4.529
C 1.966 -1.898 -5.756
C 0.550 -2.390 -5.772
H 1.174 0.513 -2.048
H 2.809 -0.216 -1.987
H 1.402 -1.251 -1.986
H 0.747 -0.188 -4.188
H 2.289 0.600 -4.361
H 4.168 -0.786 -5.399
H 4.289 -0.670 -3.700
H 4.534 -3.202 -3.616
H 4.434 -3.300 -5.349
H 5.762 -2.528 -4.476
H 2.653 -2.623 -6.194
H 2.101 -1.023 -6.391
H 0.268 -2.690 -6.781
H -0.159 -1.607 -5.504
H 0.444 -3.226 -5.080
C 1.346 -6.265 0.864
C 1.718 -5.195 -0.182
N 0.654 -5.076 -1.192
C 1.072 -4.402 -2.373
C 2.299 -5.053 -2.984
C -0.668 -4.517 -0.711
C -0.531 -3.130 -0.136
H 0.590 -5.890 1.554
H 2.188 -6.476 1.522
H 1.151 -7.263 0.470
H 1.929 -4.175 0.140
H 2.623 -5.621 -0.614
H 0.318 -4.555 -3.145
H 1.239 -3.337 -2.213
H 2.394 -4.567 -3.955
H 3.266 -4.908 -2.503
H 2.142 -6.098 -3.249
H -1.042 -5.129 0.111
H -1.474 -4.527 -1.445
H -0.513 -2.516 -1.037
H 0.320 -2.862 0.490
H -1.441 -2.811 0.372
C -2.647 3.041 2.182
C -3.572 2.816 0.964
N -3.564 3.998 0.062
C -2.264 4.171 -0.650
C -2.104 5.626 -1.255
C -4.673 3.890 -0.916
C -6.030 3.747 -0.242
H -2.857 3.879 2.847
H -1.576 3.090 1.981
H -2.768 2.207 2.873
H -3.298 1.970 0.334
H -4.552 2.530 1.346
H -1.437 3.992 0.038
H -2.077 3.419 -1.416
H -2.409 6.458 -0.621
H -1.060 5.825 -1.496
H -2.645 5.643 -2.201
H -4.487 3.083 -1.624
H -4.856 4.772 -1.531
H -6.010 4.404 0.627
H -6.163 2.697 0.019
H -6.895 4.035 -0.838
C -2.837 -3.328 -4.078
C -3.138 -1.943 -3.518
N -3.416 -1.846 -2.052
C -3.569 -0.486 -1.575
C -2.423 0.425 -2.015
C -4.517 -2.700 -1.550
C -4.650 -2.721 -0.027
H -2.005 -3.806 -3.561
H -2.568 -3.322 -5.134
H -3.655 -4.026 -3.902
H -2.257 -1.344 -3.747
H -3.967 -1.514 -4.081
H -3.618 -0.407 -0.489
H -4.502 -0.064 -1.949
H -2.407 1.319 -1.393
H -2.538 0.785 -3.037
H -1.445 -0.054 -1.971
H -5.460 -2.429 -2.025
H -4.273 -3.738 -1.777
H -3.715 -2.974 0.475
H -5.067 -1.774 0.313
H -5.298 -3.508 0.359
C -0.082 1.288 5.448
C 0.699 0.691 6.582
O 1.217 1.394 7.441
C 0.818 -0.792 6.667
H -0.598 2.189 5.778
H -0.847 0.601 5.084
H 0.498 1.556 4.564
H 0.937 -1.191 5.660
H -0.108 -1.190 7.082
H 1.718 -1.092 7.204
C 3.938 1.774 3.906
C 4.686 1.716 2.607
O 5.474 0.787 2.352
C 4.378 2.782 1.601
H 3.158 1.015 3.978
H 3.450 2.719 4.143
H 4.663 1.560 4.691
H 4.608 2.390 0.610
H 4.946 3.688 1.809
H 3.347 3.130 1.642
C 0.197 5.013 3.627
C 1.655 4.949 4.066
O 2.584 4.897 3.236
C 1.915 5.046 5.597
H -0.417 4.165 3.928
H 0.078 4.991 2.544
H -0.289 5.856 4.118
H 1.107 4.490 6.073
H 1.965 6.066 5.979
H 2.886 4.605 5.825
C 3.521 5.114 -1.559
C 2.509 4.065 -1.840
O 1.369 4.058 -1.371
C 3.021 3.032 -2.815
H 4.083 5.351 -2.462
H 4.212 4.589 -0.898
H 2.982 5.973 -1.160
H 3.782 2.290 -2.574
H 3.253 3.482 -3.780
H 2.112 2.459 -3.000
C -0.451 -3.358 3.783
C -1.731 -2.800 4.391
O -1.790 -2.494 5.529
C -2.967 -2.612 3.508
H -0.463 -4.444 3.871
H 0.434 -3.041 4.335
H -0.438 -3.095 2.725
H -2.806 -1.717 2.907
H -3.866 -2.427 4.096
H -3.224 -3.449 2.857
C 0.567 1.667 1.010
C 0.501 0.354 1.809
O -0.545 0.102 2.373
C 1.634 -0.629 1.664
H 0.804 2.415 1.768
H -0.426 1.912 0.632
H 1.315 1.731 0.221
H 1.373 -1.508 2.254
H 2.539 -0.167 2.059
H 1.761 -0.906 0.618
*
```

Calculated values
SMILES   CCN(CC)CC.CCN(CC)CC.CCN(CC)CC.CCN(CC)CC.CC(C)=O.CC(C)=O.CC(C)=O.CC(C)=O.CC(C)=O.CC(C)=O
HOMO   -8.08 eV
Max |F|   0.0556 hartree/bohr
ΔE to the lowest compared entry with this formula, charge and spin   46.4 kcal per mole
Frontier orbital gap   8.63 eV

This record from OMol25 describes an isolated ion of composition C9H9NO2PS and charge +1 in a non-equilibrium geometry. The level of theory is ωB97M-V with the def2-TZVPD basis set.

```
! RIJCOSX wB97M-V def2-TZVPD def2/J DEFGRID3
* xyz 1 1
O 3.731 -1.323 0.763
P 2.193 -1.733 0.089
O 2.496 -1.995 -1.589
S 1.547 -3.295 1.027
C 1.091 -0.212 0.217
C 1.817 1.161 0.461
C 1.084 2.537 0.569
C -0.464 2.530 0.403
C -1.206 1.173 0.165
C -2.763 1.148 -0.030
C -3.457 -0.200 -0.304
N -2.705 -1.438 -0.339
C -1.260 -1.529 -0.167
C -0.467 -0.215 0.068
H 4.115 -0.708 0.078
H 2.642 -1.070 -1.933
H 2.966 1.163 0.568
H 1.718 3.465 0.751
H -1.040 3.529 0.443
H -3.387 2.099 -0.008
H -4.595 -0.210 -0.477
H -3.256 -2.303 -0.515
H -0.802 -2.576 -0.240
*
```

Calculated values
SMILES   OP(O)(=S)c1cccc2cc[nH+]cc12
HOMO   -12.25 eV
Max |F|   0.0932 hartree/bohr
ΔE to the lowest compared entry with this formula, charge and spin   0.0 kcal per mole
Frontier orbital gap   6.68 eV

| no. | lowest unoccupied orbital energy (eV) |
| --- | --- |
| 1 | -1.4 |
| 2 | 0.6 |
| 3 | -5.6 |